{
  "formula": "C34H24Cl5CuN4O2SSi",
  "method": "wB97M-V/def2-TZVPD",
  "lumo_energy_ev": [2.417, 1.753],
  "s2": 0.76,
  "multiplicity": 2,
  "largest_force_ev_per_a": 1.2,
  "orbital_gap_ev": [6.745, 7.500],
  "charge": -1,
  "elements": ["Cu", "N", "C", "C", "C", "C", "C", "C", "S", "O", "O", "N", "C", "N", "C", "C", "C", "N", "H", "H", "H", "H", "H", "H", "H", "H", "H", "Cl", "C", "C", "C", "Cl", "C", "Cl", "C", "Cl", "C", "Cl", "C", "C", "C", "C", "C", "C", "Si", "C", "C", "C", "C", "C", "C", "C", "C", "C", "C", "C", "C", "H", "H", "H", "H", "H", "H", "H", "H", "H", "H", "H", "H", "H", "H", "H"],
  "coordinates": [[0.545, -0.030, -0.264], [4.866, -5.160, 2.796], [3.848, -4.209, 2.789], [2.799, -4.280, 3.709], [1.798, -3.325, 3.707], [1.847, -2.282, 2.803], [2.896, -2.181, 1.902], [3.891, -3.139, 1.892], [0.593, -1.024, 2.729], [-0.415, -1.284, 3.722], [1.271, 0.245, 2.807], [-0.003, -1.101, 1.205], [-0.724, -2.187, 0.812], [-1.273, -2.082, -0.419], [-2.020, -3.085, -0.838], [-2.256, -4.222, -0.078], [-1.601, -4.263, 1.142], [-0.838, -3.282, 1.592], [4.641, -6.039, 3.228], [5.369, -5.255, 1.930], [2.772, -5.100, 4.418], [0.961, -3.390, 4.390], [2.929, -1.348, 1.211], [4.718, -3.064, 1.194], [-2.438, -2.973, -1.835], [-2.891, -5.024, -0.424], [-1.675, -5.132, 1.792], [0.509, -1.166, -3.333], [2.035, -0.583, -2.749], [2.073, 0.015, -1.491], [3.308, 0.529, -1.103], [3.404, 1.366, 0.415], [4.462, 0.397, -1.876], [5.973, 1.006, -1.317], [4.388, -0.253, -3.105], [5.810, -0.469, -4.057], [3.161, -0.735, -3.555], [3.064, -1.526, -5.085], [1.101, 5.673, -0.144], [1.542, 4.692, -1.023], [0.868, 3.484, -1.108], [-0.264, 3.231, -0.328], [-0.685, 4.222, 0.558], [-0.012, 5.433, 0.649], [-1.145, 1.552, -0.475], [-2.050, 1.586, -2.150], [-2.207, 2.747, -2.907], [-2.917, 2.732, -4.101], [-3.476, 1.551, -4.566], [-3.316, 0.382, -3.833], [-2.607, 0.402, -2.642], [-2.535, 1.503, 0.818], [-3.879, 1.629, 0.456], [-4.887, 1.578, 1.408], [-4.570, 1.384, 2.746], [-3.241, 1.249, 3.123], [-2.237, 1.312, 2.169], [1.627, 6.617, -0.074], [2.422, 4.865, -1.631], [1.228, 2.713, -1.782], [-1.552, 4.040, 1.185], [-0.353, 6.190, 1.346], [-1.770, 3.675, -2.556], [-3.034, 3.646, -4.672], [-4.031, 1.540, -5.497], [-3.740, -0.547, -4.198], [-2.472, -0.515, -2.075], [-4.138, 1.766, -0.588], [-5.921, 1.686, 1.104], [-5.357, 1.336, 3.489], [-2.983, 1.080, 4.161], [-1.208, 1.202, 2.485]]
}

---

{
  "formula": "C3H6F2N2",
  "method": "wB97M-V/def2-TZVPD",
  "lumo_energy_ev": 0.907,
  "largest_force_ev_per_a": 3.2,
  "e_above_lowest_kcal_mol": 34.1,
  "orbital_gap_ev": 9.761,
  "smiles": "N[C@H]1[C@H](N)C1(F)F",
  "charge": 0,
  "elements": ["N", "C", "C", "N", "C", "F", "F", "H", "H", "H", "H", "H", "H"],
  "coordinates": [[-1.870, -1.072, 0.343], [-0.523, -0.629, 0.512], [0.536, -0.581, -0.632], [1.842, -1.023, -0.337], [-0.013, 0.627, -0.006], [0.816, 1.235, 0.802], [-0.792, 1.520, -0.688], [-2.372, -0.606, -0.489], [-1.915, -2.094, 0.010], [-0.019, -0.739, 1.449], [0.059, -0.893, -1.571], [1.893, -1.932, 0.050], [2.340, -0.374, 0.240]]
}

---

{
  "formula": "C18H46CuO13P3",
  "method": "wB97M-V/def2-TZVPD",
  "lumo_energy_ev": 0.758,
  "largest_force_ev_per_a": 1.4,
  "e_above_lowest_kcal_mol": 0.0,
  "orbital_gap_ev": 7.247,
  "charge": 0,
  "elements": ["Cu", "O", "H", "C", "C", "O", "P", "O", "O", "C", "C", "O", "C", "C", "H", "H", "H", "H", "H", "H", "H", "H", "H", "H", "H", "H", "H", "H", "H", "C", "C", "O", "P", "O", "O", "C", "C", "O", "C", "C", "H", "H", "H", "H", "H", "H", "H", "H", "H", "H", "H", "H", "H", "H", "H", "C", "C", "O", "P", "O", "O", "C", "C", "O", "C", "C", "H", "H", "H", "H", "H", "H", "H", "H", "H", "H", "H", "H", "H", "H", "H"],
  "coordinates": [[-0.608, -0.228, 0.766], [-0.752, -0.576, 2.743], [-1.019, -0.998, 3.557], [4.643, 0.663, -0.537], [3.327, 1.177, -0.068], [2.630, 1.817, -1.169], [1.157, 2.367, -0.968], [0.236, 1.494, -0.247], [1.316, 3.784, -0.307], [2.175, 4.775, -0.871], [3.377, 4.999, 0.026], [0.769, 2.633, -2.473], [-0.394, 1.937, -3.007], [-0.023, 0.539, -3.494], [5.144, 0.152, 0.285], [4.579, -0.010, -1.392], [5.285, 1.483, -0.879], [2.705, 0.362, 0.311], [3.454, 1.876, 0.765], [2.517, 4.469, -1.863], [1.576, 5.674, -1.016], [3.086, 5.279, 1.040], [3.859, 4.024, 0.160], [4.119, 5.673, -0.389], [-1.205, 1.853, -2.283], [-0.732, 2.543, -3.844], [-0.691, 0.225, -4.297], [0.989, 0.563, -3.908], [-0.039, -0.198, -2.691], [2.399, -6.158, -0.383], [2.813, -4.816, 0.170], [1.699, -3.907, 0.008], [1.951, -2.361, -0.178], [0.716, -1.594, -0.339], [2.837, -1.941, 1.042], [2.114, -1.756, 2.303], [3.059, -2.112, 3.407], [2.994, -2.234, -1.351], [2.527, -2.436, -2.710], [3.345, -3.524, -3.360], [1.613, -6.597, 0.238], [2.002, -6.063, -1.390], [3.229, -6.864, -0.339], [3.080, -4.814, 1.225], [3.665, -4.454, -0.414], [1.692, -0.755, 2.351], [1.251, -2.427, 2.332], [2.530, -2.144, 4.361], [3.499, -3.089, 3.227], [3.833, -1.348, 3.504], [1.460, -2.653, -2.756], [2.723, -1.491, -3.218], [3.133, -4.504, -2.939], [3.216, -3.502, -4.441], [4.402, -3.298, -3.197], [-2.273, 2.920, 2.207], [-2.808, 2.973, 0.787], [-3.972, 2.175, 0.576], [-4.006, 0.632, 0.221], [-2.777, 0.054, -0.300], [-4.652, -0.142, 1.414], [-4.241, 0.038, 2.787], [-4.830, -1.066, 3.620], [-5.166, 0.602, -0.821], [-6.472, 1.109, -0.460], [-7.411, 1.029, -1.626], [-3.081, 3.010, 2.930], [-1.758, 1.971, 2.394], [-1.486, 3.663, 2.343], [-3.113, 3.996, 0.571], [-2.009, 2.691, 0.102], [-3.152, 0.093, 2.887], [-4.591, 1.019, 3.138], [-4.609, -2.035, 3.182], [-4.468, -0.938, 4.644], [-5.914, -0.965, 3.731], [-6.858, 0.475, 0.342], [-6.383, 2.130, -0.087], [-7.376, 1.850, -2.345], [-7.424, 0.058, -2.117], [-8.429, 1.149, -1.226]]
}

---

{
  "formula": "C4H5NO2",
  "method": "wB97M-V/def2-TZVPD",
  "lumo_energy_ev": 0.968,
  "largest_force_ev_per_a": 1.7,
  "e_above_lowest_kcal_mol": 54.3,
  "orbital_gap_ev": 10.869,
  "charge": 0,
  "elements": ["O", "C", "C", "C", "N", "C", "O", "H", "H", "H", "H", "H"],
  "coordinates": [[-0.528, -1.939, 2.643], [-0.189, -0.987, 2.131], [1.181, 0.473, -0.150], [0.568, -0.151, -1.355], [-0.134, 0.887, -0.605], [-1.375, 0.614, 0.019], [-1.912, -0.467, 0.091], [1.928, 1.264, -0.205], [1.265, -0.202, 0.692], [0.164, -1.162, -1.238], [0.924, 0.121, -2.355], [-1.891, 1.549, 0.331]]
}

---

{
  "formula": "C23H28N4O5",
  "method": "wB97M-V/def2-TZVPD",
  "lumo_energy_ev": -1.630,
  "largest_force_ev_per_a": 4.1,
  "e_above_lowest_kcal_mol": 138.8,
  "orbital_gap_ev": 4.480,
  "smiles": "COC(=C1N(C)c2ccccc2N1C)c1ccccc1.CCOC(=O)/N=N/C(=O)OCC",
  "charge": 0,
  "elements": ["C", "O", "C", "C", "N", "C", "C", "C", "C", "C", "C", "C", "N", "C", "C", "C", "C", "C", "C", "C", "H", "H", "H", "H", "H", "H", "H", "H", "H", "H", "H", "H", "H", "H", "H", "H", "H", "H", "C", "C", "O", "C", "O", "N", "N", "C", "O", "O", "C", "C", "H", "H", "H", "H", "H", "H", "H", "H", "H", "H"],
  "coordinates": [[-0.048, -0.062, -0.668], [0.561, -1.322, -0.572], [1.502, -1.334, 0.503], [1.282, -2.189, 1.583], [2.111, -2.435, 2.697], [3.478, -1.981, 2.907], [1.481, -3.367, 3.542], [1.848, -3.894, 4.774], [0.995, -4.789, 5.388], [-0.202, -5.165, 4.788], [-0.576, -4.654, 3.561], [0.270, -3.744, 2.938], [0.168, -3.030, 1.730], [-0.931, -3.152, 0.791], [2.661, -0.438, 0.413], [2.943, 0.523, 1.401], [4.057, 1.320, 1.304], [4.909, 1.198, 0.220], [4.625, 0.293, -0.787], [3.508, -0.501, -0.707], [-0.819, -0.084, -1.436], [-0.501, 0.199, 0.289], [0.703, 0.682, -0.936], [4.013, -2.683, 3.542], [4.008, -1.914, 1.959], [3.469, -1.008, 3.394], [2.767, -3.589, 5.241], [1.256, -5.189, 6.354], [-0.854, -5.859, 5.293], [-1.504, -4.939, 3.101], [-1.624, -3.928, 1.104], [-1.462, -2.205, 0.733], [-0.539, -3.401, -0.192], [2.255, 0.650, 2.219], [4.261, 2.048, 2.071], [5.777, 1.831, 0.145], [5.274, 0.220, -1.644], [3.279, -1.208, -1.486], [-5.534, 1.017, 3.610], [-4.323, 0.110, 3.593], [-3.129, 0.849, 3.555], [-2.055, 0.020, 3.646], [-2.162, -1.185, 3.680], [-0.826, 0.669, 3.734], [-0.880, 1.766, 4.260], [0.238, 2.583, 4.354], [1.283, 2.294, 3.818], [0.051, 3.725, 5.072], [1.202, 4.529, 5.073], [0.980, 5.795, 5.875], [-6.467, 0.451, 3.630], [-5.507, 1.669, 4.486], [-5.536, 1.661, 2.729], [-4.272, -0.520, 4.493], [-4.316, -0.559, 2.721], [2.020, 3.920, 5.480], [1.439, 4.745, 4.022], [1.867, 6.430, 5.894], [0.153, 6.371, 5.455], [0.711, 5.549, 6.905]]
}

---

{
  "formula": "C15H20I2N3ORu",
  "method": "wB97M-V/def2-TZVPD",
  "lumo_energy_ev": [4.852, 4.743],
  "s2": 8.80,
  "multiplicity": 6,
  "largest_force_ev_per_a": 3.3,
  "orbital_gap_ev": [2.895, 4.954],
  "charge": -2,
  "elements": ["C", "I", "H", "H", "H", "C", "C", "N", "H", "I", "N", "H", "Ru", "C", "O", "C", "C", "H", "H", "H", "C", "H", "H", "H", "C", "C", "C", "C", "C", "C", "C", "C", "N", "H", "H", "H", "H", "H", "H", "H", "H", "H"],
  "coordinates": [[3.733, 1.350, -0.274], [0.283, 2.270, 2.822], [3.569, 1.925, 0.646], [3.990, 2.096, -1.046], [4.616, 0.723, -0.064], [-0.007, 2.137, -3.319], [0.840, 1.624, -1.313], [0.283, 1.120, -2.451], [0.272, 4.306, -3.077], [-1.941, 1.760, 0.343], [0.829, 2.987, -1.491], [-0.433, 1.947, -4.282], [0.581, 0.883, 0.604], [2.530, 0.520, -0.444], [2.361, -0.613, -0.845], [0.342, 3.299, -2.736], [1.112, 4.007, -0.494], [0.354, 4.796, -0.589], [2.111, 4.428, -0.671], [1.056, 3.594, 0.524], [-0.108, -0.268, -2.720], [-0.230, -0.345, -3.809], [-1.072, -0.499, -2.239], [0.679, -0.944, -2.365], [-0.809, -0.816, 3.678], [-1.334, -1.759, 2.670], [-2.402, -2.549, 3.035], [-2.927, -3.503, 2.176], [-2.341, -3.658, 0.922], [-1.304, -2.866, 0.479], [-0.711, -3.115, -0.860], [-0.820, -1.786, 1.319], [-0.017, -0.831, 0.873], [-1.163, -1.061, 4.688], [-1.213, 0.179, 3.453], [0.284, -0.797, 3.663], [-2.799, -2.410, 4.036], [-3.756, -4.118, 2.516], [-2.722, -4.443, 0.276], [-0.860, -4.171, -1.126], [-1.210, -2.518, -1.632], [0.356, -2.882, -0.877]]
}

---

Please write out number 2 again, unchanged.
{
  "formula": "C3H6F2N2",
  "method": "wB97M-V/def2-TZVPD",
  "lumo_energy_ev": 0.907,
  "largest_force_ev_per_a": 3.2,
  "e_above_lowest_kcal_mol": 34.1,
  "orbital_gap_ev": 9.761,
  "smiles": "N[C@H]1[C@H](N)C1(F)F",
  "charge": 0,
  "elements": ["N", "C", "C", "N", "C", "F", "F", "H", "H", "H", "H", "H", "H"],
  "coordinates": [[-1.870, -1.072, 0.343], [-0.523, -0.629, 0.512], [0.536, -0.581, -0.632], [1.842, -1.023, -0.337], [-0.013, 0.627, -0.006], [0.816, 1.235, 0.802], [-0.792, 1.520, -0.688], [-2.372, -0.606, -0.489], [-1.915, -2.094, 0.010], [-0.019, -0.739, 1.449], [0.059, -0.893, -1.571], [1.893, -1.932, 0.050], [2.340, -0.374, 0.240]]
}

---

charge of number 1 (C34H24Cl5CuN4O2SSi)?
-1